Entry 1:
Entry from the Open Molecules 2025 dataset: a 4-piece molecular cluster, C4H15N2O2 overall (the ωB97M-V functional and the def2-TZVPD basis).

Positions of all 23 atoms, in Å:
C 1.692 2.014 0.391
C 0.464 1.437 1.086
C -0.430 0.659 0.142
C -1.753 0.888 -0.104
N -2.504 0.198 -0.951
N 0.175 -0.445 -0.544
H 1.316 2.860 -0.236
H 2.279 1.358 -0.257
H 2.385 2.441 1.199
H 0.781 0.678 1.807
H -0.012 2.226 1.617
H -2.260 1.636 0.479
H -2.161 -0.592 -1.528
H -3.511 0.175 -0.800
H 0.684 -1.100 0.054
H 0.792 -0.114 -1.277
H 2.239 -0.135 1.940
H 1.882 -1.343 1.350
H 1.789 -2.702 2.034
O 1.734 -2.341 1.129
H -1.082 -2.498 -2.348
H -2.496 -3.040 -2.716
O -2.004 -2.258 -2.468

* ΔE to the lowest compared entry with this formula, charge and spin: 672.7 kJ/mol
* highest occupied orbital energy: -12.4617 eV
* LUMO: -0.2916 Ha
* total charge: +1

Atom charges from the Löwdin analysis, given in e for atoms 1 to 4:
1 C -0.108
2 C -0.220
3 C -0.214
4 C -0.031


Entry 2:
Entry from the Open Molecules 2025 dataset: one molecule with the formula H5NO2Si (the ωB97M-V functional and the def2-TZVPD basis).

Positions of all 9 atoms, in Å:
N -0.423 1.215 0.694
Si 0.329 -0.305 -0.024
O -0.966 -1.474 -0.353
O 0.840 0.039 -1.498
H -1.086 1.471 -0.013
H -1.067 0.872 1.420
H 1.255 -0.661 1.150
H -1.434 -2.036 0.245
H 1.261 -0.442 -2.144

* ΔE to the lowest compared entry with this formula, charge and spin: 75.0 kJ/mol
* highest occupied orbital energy: -10.0498 eV
* LUMO: 0.0218 Ha

Atom charges from the Löwdin analysis, given in e for atoms 1 to 4:
1 N -0.105
2 Si 0.371
3 O -0.214
4 O -0.089


Entry 3:
Entry from the Open Molecules 2025 dataset: C20H24IN3PdSbTe as an isolated structure (the ωB97M-V functional and the def2-TZVPD basis).

Positions of all 51 atoms, in Å:
Pd 0.046 -0.114 -0.472
C -3.106 -0.989 -1.343
C -2.418 -2.104 -0.614
C -2.855 -3.416 -0.752
C -2.217 -4.428 -0.064
C -1.167 -4.109 0.786
C -0.774 -2.786 0.879
N -1.382 -1.805 0.186
Sb 0.749 -2.218 2.280
C -0.079 -0.232 2.552
C -0.308 0.123 3.874
C -0.841 1.365 4.168
C -1.135 2.220 3.129
C -0.892 1.826 1.819
C -1.198 2.751 0.691
N -0.372 0.614 1.541
C 2.317 -1.623 0.932
C 3.443 -2.433 0.899
C 4.564 -1.981 0.217
C 4.530 -0.723 -0.351
C 3.365 0.035 -0.282
C 3.329 1.417 -0.867
N 2.266 -0.427 0.329
H -4.115 -0.844 -0.952
H -3.186 -1.216 -2.406
H -2.546 -0.069 -1.218
H -3.688 -3.634 -1.408
H -2.542 -5.455 -0.178
H -0.664 -4.874 1.363
H -0.067 -0.576 4.664
H -1.025 1.660 5.194
H -1.555 3.199 3.316
H -1.706 3.646 1.047
H -1.826 2.255 -0.048
H -0.272 3.045 0.205
H 3.448 -3.391 1.403
H 5.461 -2.586 0.160
H 5.402 -0.313 -0.845
H 4.269 1.934 -0.673
H 2.514 1.991 -0.431
H 3.203 1.373 -1.951
C -1.795 1.689 -3.231
Te 0.214 1.663 -2.548
C 0.141 3.756 -2.118
H -1.865 2.459 -3.997
H -2.464 1.923 -2.407
H -2.031 0.717 -3.655
H -0.709 4.016 -1.494
H 0.056 4.247 -3.087
H 1.070 4.060 -1.640
I 0.412 -1.637 -2.601

* ΔE to the lowest compared entry with this formula, charge and spin: 85.5 kJ/mol
* highest occupied orbital energy (spin up / spin down): -10.8575 / -10.8574 eV
* LUMO (spin up / spin down): -0.1491 / -0.1491 Ha
* total charge: +1

Atom charges from the Löwdin analysis, given in e for atoms 1 to 4:
1 Pd 0.304
2 C -0.050
3 C -0.374
4 C -0.015


Entry 4:
Entry from the Open Molecules 2025 dataset: a 2-piece molecular cluster, C2HBrCl2F2 overall (the ωB97M-V functional and the def2-TZVPD basis).

Positions of all 8 atoms, in Å:
C -0.503 -0.595 -0.215
C 0.431 0.560 -0.098
F 0.923 0.262 2.207
F -0.023 1.739 -0.048
Cl -0.707 -0.789 -1.931
Cl 2.046 0.551 -0.621
Br -2.156 -0.209 0.636
H -0.012 -1.520 0.070

* ΔE to the lowest compared entry with this formula, charge and spin: 354.0 kJ/mol
* highest occupied orbital energy (spin up / spin down): -10.4810 / -10.4820 eV
* LUMO (spin up / spin down): -0.0758 / -0.0758 Ha

Atom charges from the Löwdin analysis, given in e for atoms 1 to 4:
1 C -1.151
2 C -0.837
3 F -0.490
4 F 0.112


Entry 5:
Entry from the Open Molecules 2025 dataset: a 2-piece molecular cluster, C4H12N4 overall (the ωB97M-V functional and the def2-TZVPD basis).

Positions of all 20 atoms, in Å:
H 1.259 1.452 -1.283
N 0.979 1.435 -0.278
N 0.937 0.302 0.229
C 1.434 -0.846 -0.386
C 2.529 -0.810 -1.152
C 0.761 -2.116 0.039
H 3.037 0.114 -1.379
H 2.983 -1.710 -1.527
H 0.633 -2.116 1.119
H -0.225 -2.198 -0.419
H 1.352 -2.980 -0.253
N -2.172 1.175 1.787
C -1.898 0.653 0.472
N -1.725 1.734 -0.447
H -2.189 0.431 2.476
H -1.459 1.848 2.048
H -2.737 0.024 0.155
H -0.926 0.022 0.490
H -1.761 1.412 -1.406
H -0.813 2.177 -0.287

* ΔE to the lowest compared entry with this formula, charge and spin: 292.5 kJ/mol
* highest occupied orbital energy: -8.3663 eV
* LUMO: -0.0035 Ha

Atom charges from the Löwdin analysis, given in e for atoms 1 to 4:
1 H 0.077
2 N 0.061
3 N -0.074
4 C -0.417


Entry 6:
Entry from the Open Molecules 2025 dataset: C8H18Br3ClFN5O2P as an isolated structure (the ωB97M-V functional and the def2-TZVPD basis).

Positions of all 39 atoms, in Å:
N 4.209 0.266 1.895
C 3.273 -0.199 0.805
C 3.925 -0.039 -0.680
C 2.742 -0.418 -1.733
C 1.581 0.733 -1.793
N 0.247 0.184 -2.250
Cl 0.357 -1.069 -3.455
C -0.942 0.617 -1.777
N -2.226 0.085 -2.256
C -2.763 -1.001 -1.388
C -3.994 -1.745 -2.125
O -4.490 -1.272 -3.179
F -4.540 -2.924 -1.553
N -1.036 1.658 -0.715
P -1.008 0.944 0.928
N -0.171 2.036 2.070
O -0.073 -0.528 0.892
H 4.486 -0.602 2.390
H 3.616 0.805 2.557
H 2.948 -1.300 0.914
H 2.309 0.425 0.930
H 4.359 1.012 -0.853
H 4.757 -0.830 -0.788
H 3.248 -0.559 -2.753
H 2.207 -1.368 -1.361
H 1.929 1.450 -2.639
H 1.521 1.352 -0.837
H -2.204 -0.163 -3.256
H -3.234 -0.513 -0.445
H -1.961 -1.718 -0.997
H -0.327 2.398 -0.857
H -0.555 2.979 1.888
H 0.849 1.995 1.906
H -0.703 -1.295 0.852
C -3.696 -0.172 3.985
Br -1.929 -0.660 4.619
Br -3.721 0.089 2.061
Br -5.046 -1.440 4.560
H -3.945 0.787 4.439

* highest occupied orbital energy: -11.5184 eV
* LUMO: -0.1707 Ha
* total charge: +1

Atom charges from the Löwdin analysis, given in e for atoms 1 to 4:
1 N -0.025
2 C -0.288
3 C -0.168
4 C -0.209


Results for calculated total energy: -11454.28544 -13546.44414 -51005.65142 -102608.93471 -10300.23992 -254778.89191 (in eV, following the order of the records).
Results for molecular weight: 123.2 79.1 789.1 213.8 116.2 541.4 (in g mol⁻¹, following the order of the records).